ORCA calculation (ωB97M-V with the def2-TZVPD basis set) on a structure of composition C36H42F10O36 in a non-equilibrium geometry.

Structure (XYZ):
```
124
Properties=species:S:1:pos:R:3:mulliken_charge:R:1
C 8.5425 -9.1565 2.1933 -0.6874
C 9.4305 -9.7660 1.1298 -0.3848
O 10.5465 -8.9193 1.1413 1.4147
C 10.6131 -8.3180 2.2867 0.2761
O 11.6160 -7.7644 2.7146 -0.5924
O 9.4102 -8.4588 2.9815 -0.4808
F 8.8213 -9.5600 -0.0636 -0.3115
H 7.9993 -9.9746 2.6663 0.5097
H 7.7719 -8.5134 1.7682 0.2023
H 9.6516 -10.8283 1.2338 0.7182
C 14.1332 -7.3109 3.0171 -0.8652
C 13.8932 -7.2519 1.5056 0.5809
O 14.2077 -8.5440 1.0045 0.4935
C 14.9691 -9.1680 2.0014 0.4617
O 15.2105 -10.3824 1.9555 -0.5721
O 15.0911 -8.3466 3.1211 -0.4916
F 14.7512 -6.3840 0.9267 -0.2764
H 13.2665 -7.5598 3.6294 0.1022
H 14.4488 -6.3494 3.4220 0.6459
H 12.8616 -6.9107 1.4195 0.4937
C 13.3394 -11.5219 1.9214 -0.2359
C 12.1219 -10.5473 1.8377 -0.9417
O 10.9847 -11.2975 1.6983 -0.2001
C 11.3289 -12.5360 1.2801 0.8200
O 10.5993 -13.4307 0.9219 -0.5767
O 12.6749 -12.6102 1.2507 -0.4186
F 12.1981 -9.7507 0.7406 0.5908
H 13.5628 -11.8340 2.9416 0.5037
H 14.2358 -11.1972 1.3930 0.4233
H 12.1427 -9.8279 2.6563 0.8050
C 17.4085 -6.3874 -0.5415 -0.8433
C 17.4307 -7.8138 -0.9305 0.2326
O 16.1221 -8.0365 -1.4821 -0.1721
C 15.3171 -6.9441 -1.1788 0.7908
O 14.1093 -6.7977 -1.3648 0.2894
O 16.0300 -6.0449 -0.5339 -0.2140
F 17.6300 -8.5902 0.1445 -0.3586
H 17.9794 -5.7717 -1.2365 0.1545
H 17.8906 -6.1888 0.4157 0.5121
H 18.2029 -8.0476 -1.6634 0.3430
C 10.7119 -11.3359 -0.8644 0.9596
C 11.5674 -11.0867 -2.0785 0.7129
O 10.5998 -10.8179 -3.0120 -0.5932
C 9.3924 -11.2468 -2.6948 0.4157
O 8.3891 -11.3631 -3.4200 -0.6827
O 9.4308 -11.5973 -1.4741 -0.4766
F 12.2958 -12.0435 -2.5818 -0.5051
H 10.6822 -10.5235 -0.1382 -0.7703
H 11.0253 -12.2115 -0.2958 -0.0131
H 12.3264 -10.3062 -2.0259 -1.4023
C 10.0575 -7.8206 -4.5121 -0.3592
C 9.8134 -6.3009 -4.8579 0.7522
O 9.2597 -6.3662 -6.1460 -0.4060
C 9.6669 -7.5683 -6.6425 0.4059
O 9.3477 -7.8594 -7.7871 -0.5971
O 10.5123 -8.2029 -5.8016 -0.2603
F 11.0183 -5.7007 -4.9566 -0.3097
H 9.1640 -8.3745 -4.2241 0.7473
H 10.7003 -7.8464 -3.6322 -0.4580
H 9.2928 -5.7887 -4.0488 0.2031
C 11.3232 -4.1015 0.2647 -0.5020
C 11.6139 -4.2776 -1.2436 1.2485
O 12.9439 -4.6099 -1.2550 -0.6841
C 13.4753 -4.8148 -0.0791 0.8063
O 14.6904 -5.0172 0.0888 -0.3316
O 12.5513 -4.4623 0.9079 -0.3750
F 11.4822 -3.1984 -1.9791 -0.4163
H 10.4992 -4.6743 0.6900 0.0928
H 11.1752 -3.0363 0.4422 0.6669
H 10.8796 -4.9272 -1.7199 -0.0048
C 7.7716 -7.1578 -0.5333 -0.3074
C 8.2231 -5.9085 -1.1699 0.4263
O 9.5349 -5.7946 -0.6814 -0.3533
C 9.6250 -6.4131 0.5384 0.7136
O 10.5880 -6.4044 1.2443 -0.7345
O 8.5038 -7.1713 0.6750 -0.4552
F 7.5379 -4.8276 -0.7143 -0.4256
H 8.0748 -8.0260 -1.1185 -0.1817
H 6.6927 -7.0445 -0.4271 0.6296
H 8.1563 -6.0905 -2.2425 0.2310
C 14.5807 -8.4955 -4.3176 0.4341
C 13.7166 -9.7584 -4.3399 -0.0712
O 13.2340 -9.8371 -5.6893 -0.4719
C 13.3624 -8.6431 -6.2838 0.4654
O 12.8615 -8.3774 -7.3893 -0.6143
O 14.0260 -7.7224 -5.4214 -0.5050
F 12.6992 -9.5285 -3.4692 0.6661
H 15.6257 -8.7603 -4.4785 0.6071
H 14.4862 -7.9814 -3.3611 0.8692
H 14.2158 -10.7087 -4.1505 0.0536
C 11.9348 -8.0067 -0.4622 -0.0162
C 12.2403 -7.1400 -1.7115 0.4828
O 10.9532 -7.0000 -2.2010 0.2384
C 10.1454 -8.0539 -1.7440 -1.3440
O 9.0743 -8.4177 -2.2107 -0.6366
O 10.7688 -8.7037 -0.7907 1.5981
F 13.0073 -7.8470 -2.4895 1.0438
H 11.7133 -7.3162 0.3515 -1.2217
H 12.8010 -8.5818 -0.1350 0.5302
H 12.8534 -6.2725 -1.4672 -0.0394
C 17.5584 -4.7832 -3.3913 -0.8353
O 16.2291 -4.7609 -2.8432 -0.2782
C 15.2517 -5.5668 -3.3954 0.4307
O 15.4823 -6.5147 -4.0863 -0.5139
O 14.0557 -5.2147 -2.8256 0.0812
C 12.8520 -5.5110 -3.5668 -1.3105
H 17.7069 -4.5494 -4.4455 0.2994
H 18.0734 -5.7304 -3.2311 0.3644
H 18.1212 -3.9560 -2.9587 0.3156
H 12.2856 -4.5824 -3.4964 0.8590
H 12.2612 -6.2868 -3.0796 -0.5013
H 12.9855 -5.8378 -4.5981 0.7331
C 14.2329 -13.8048 -1.8733 -0.8927
O 14.0162 -12.5937 -1.1125 -0.0874
C 14.3850 -11.4439 -1.6402 0.1930
O 14.8397 -11.2244 -2.7495 -0.7346
O 14.0188 -10.4932 -0.8329 0.5796
C 14.1750 -9.1414 -1.1799 -0.1206
H 13.8409 -13.6681 -2.8812 0.4028
H 13.6164 -14.5320 -1.3449 0.2750
H 15.2741 -14.1120 -1.7755 0.2439
H 13.3929 -8.5061 -0.7643 -1.1804
H 14.3989 -8.7745 -2.1816 -0.4196
H 15.1398 -8.9591 -0.7065 -0.1197
```

Computed properties:
Orbital gap in eV: 9.577
Total charge: 0
ΔE to the lowest compared entry with this formula, charge and spin in kcal per mole: 943.5